{
  "formula": "C30H47BO2P2Pt",
  "method": "ωB97M-V with the def2-TZVPD basis set",
  "elements": ["Pt", "C", "C", "C", "C", "C", "C", "H", "H", "H", "C", "H", "H", "H", "C", "H", "H", "H", "C", "H", "H", "H", "C", "H", "H", "H", "C", "C", "C", "C", "C", "C", "C", "C", "H", "H", "H", "H", "H", "H", "H", "H", "H", "H", "H", "H", "P", "P", "C", "C", "H", "H", "H", "H", "C", "H", "H", "H", "C", "H", "H", "H", "C", "H", "H", "H", "C", "H", "H", "H", "O", "B", "O", "C", "C", "C", "C", "C", "C", "H", "H", "H", "H"],
  "positions_angstrom": [[0.9893, 2.3631, 0.3041], [-3.6116, 1.6898, 0.4298], [-3.8306, 1.4704, -0.9585], [-3.4193, -0.5607, 0.0213], [-3.3576, 0.4191, 1.0356], [-3.6958, 0.0782, -1.2197], [-3.6679, 3.0004, 1.1183], [-3.0708, 3.7566, 0.5849], [-3.2785, 2.9257, 2.1409], [-4.6960, 3.3916, 1.1889], [-3.1131, 0.1356, 2.4622], [-2.0348, 0.0374, 2.6789], [-3.5862, -0.8194, 2.7279], [-3.5336, 0.9222, 3.1052], [-3.2326, -2.0001, 0.2685], [-3.7408, -2.2907, 1.2006], [-2.1664, -2.2440, 0.3898], [-3.6304, -2.6222, -0.5426], [-3.8926, -0.6312, -2.5045], [-4.8782, -1.1213, -2.5635], [-3.1341, -1.4168, -2.6307], [-3.8183, 0.0582, -3.3508], [-4.1854, 2.4901, -1.9605], [-5.2444, 2.7883, -1.9025], [-4.0084, 2.1049, -2.9724], [-3.5779, 3.3923, -1.8176], [3.0369, 2.3514, -0.0045], [2.5153, 3.6995, 0.1421], [2.3189, 4.6622, -1.0126], [1.1489, 4.2996, -1.9424], [0.3259, 3.1131, -1.4646], [0.8555, 1.7753, -1.6626], [2.1976, 1.6151, -2.3248], [3.4063, 1.7951, -1.3449], [3.2370, 4.7571, -1.6054], [1.5329, 4.1075, -2.9477], [2.1159, 5.6543, -0.5760], [4.1888, 2.4011, -1.8363], [3.5753, 1.9179, 0.8460], [2.7309, 4.1946, 1.0901], [3.8532, 0.7985, -1.1858], [2.2952, 0.6089, -2.7565], [0.1528, 0.9557, -1.8404], [2.3052, 2.3374, -3.1369], [0.4959, 5.1723, -2.0399], [-0.7622, 3.2336, -1.5110], [3.9208, -1.4376, 0.3302], [0.4928, -2.9772, -1.5648], [2.9569, -2.9952, -0.0938], [2.3605, -2.8956, -1.5123], [2.1515, -3.1077, 0.6772], [3.6890, -3.8295, -0.0140], [2.6326, -1.9303, -1.9873], [2.7135, -3.7417, -2.1297], [0.3794, -4.8091, -1.6198], [-0.6846, -5.0849, -1.5358], [0.9370, -5.2275, -0.7653], [0.7942, -5.1788, -2.5685], [0.2163, -2.5164, -3.3046], [0.5842, -3.2901, -3.9840], [0.7044, -1.5624, -3.5326], [-0.8608, -2.3977, -3.4683], [4.5414, -2.1210, 1.9246], [4.6800, -1.3219, 2.6682], [5.5255, -2.5426, 1.6780], [3.9056, -2.9280, 2.3321], [-0.3149, 2.5010, 1.8119], [-1.0453, 1.6983, 1.6581], [-0.7965, 3.4884, 1.7425], [0.2156, 2.3727, 2.7608], [2.2654, -0.2109, 2.4244], [2.1397, -0.4601, 1.0060], [0.8182, -1.1028, 0.7922], [0.4427, -1.5555, 2.0380], [-0.4282, -2.6017, 2.3575], [-0.3915, -3.1060, 3.6603], [0.4738, -2.5488, 4.6035], [1.2816, -1.4411, 4.3066], [1.2980, -0.9946, 3.0032], [-1.1037, -3.0291, 1.6189], [-1.0414, -3.9492, 3.9322], [0.5276, -2.9904, 5.5971], [1.9088, -0.9425, 5.0378]],
  "forces_ev_per_a": [[-0.611, -1.699, 2.743], [-0.006, 0.073, 0.246], [-0.162, -0.117, -0.129], [0.135, -0.133, -0.188], [-0.020, 0.525, -0.052], [-0.209, -0.363, 0.292], [0.119, 0.193, 0.339], [-0.198, -0.226, 0.088], [-0.075, 0.049, -0.318], [0.188, -0.176, -0.178], [-0.229, -0.025, 0.439], [-0.332, 0.085, -0.074], [0.147, 0.235, 0.056], [0.272, -0.259, -0.165], [-0.244, -0.595, -0.056], [0.164, 0.019, -0.265], [-0.307, 0.207, -0.266], [0.137, 0.187, 0.171], [0.214, 0.042, -0.356], [0.215, 0.161, 0.143], [-0.204, 0.163, 0.044], [-0.045, -0.202, 0.108], [0.197, 0.205, -0.432], [0.245, -0.092, 0.119], [-0.097, 0.232, 0.241], [-0.206, -0.070, -0.035], [0.851, 1.384, -0.664], [2.547, -0.620, -0.311], [-0.055, 0.449, 0.352], [-0.530, 0.261, 0.046], [-0.372, -0.948, -2.454], [-0.124, 1.240, -1.454], [1.024, -0.287, 0.052], [0.348, -0.491, -0.913], [-0.020, -0.094, 0.251], [-0.152, -0.112, 0.058], [0.204, -0.390, -0.185], [-0.191, -0.185, 0.204], [-0.156, 0.269, -0.090], [-0.355, -0.198, -0.018], [-0.058, 0.469, -0.117], [-0.186, 0.302, -0.076], [0.034, 0.133, 0.464], [-0.057, -0.205, -0.145], [0.059, -0.180, 0.050], [0.337, 0.038, 0.176], [-2.290, -0.584, 0.941], [0.337, -0.192, 0.506], [0.211, 0.237, -0.526], [-0.324, 0.065, -0.316], [0.792, -0.169, -0.391], [-0.568, 0.462, 0.077], [0.060, -0.579, 0.050], [0.096, 0.606, 0.064], [-0.400, 0.044, -0.095], [0.465, -0.186, -0.054], [-0.281, 0.060, -0.321], [-0.105, -0.112, 0.328], [-0.164, -0.114, -0.315], [0.031, 0.166, -0.073], [-0.095, -0.132, 0.032], [0.187, -0.016, -0.079], [0.425, 0.639, 0.341], [0.064, -0.371, -0.209], [-0.150, 0.021, 0.189], [0.133, 0.456, -0.270], [-1.617, 0.421, 1.014], [-0.199, 0.202, 0.399], [-0.155, -0.390, 0.493], [-0.287, 0.083, 0.113], [-0.848, -0.436, -1.063], [-0.974, -1.317, 1.634], [1.530, 1.045, 0.702], [0.753, 0.063, -0.848], [-0.313, -0.129, 0.048], [-0.347, 0.070, -0.909], [0.588, 0.881, 0.565], [-0.141, -0.391, 0.667], [0.520, -0.009, -0.397], [0.477, 0.023, 0.226], [0.397, 0.446, -0.144], [-0.077, 0.231, -0.163], [0.036, -0.343, 0.043]],
  "mulliken_spin": [0.592, 0.298, 0.365, 0.296, 0.329, 0.380, 0.021, 0.016, -0.002, 0.028, 0.022, 0.041, 0.008, 0.005, 0.014, 0.013, 0.035, 0.004, 0.011, 0.031, 0.012, 0.002, 0.002, 0.033, -0.001, 0.011, 0.102, 0.040, 0.002, 0.029, 0.119, 0.038, 0.029, -0.005, -0.001, -0.001, 0.002, -0.007, -0.010, 0.019, -0.001, 0.006, 0.002, 0.001, 0.006, 0.008, 0.334, 0.009, 0.021, 0.019, 0.008, -0.007, -0.014, 0.002, -0.001, 0.000, 0.000, 0.000, 0.001, 0.001, 0.000, -0.001, 0.014, -0.001, 0.006, 0.013, 0.036, -0.018, 0.011, 0.050, 0.131, -0.007, 0.107, 0.150, -0.051, 0.081, 0.065, -0.022, 0.118, -0.003, 0.000, 0.001, 0.000],
  "multiplicity": 5,
  "max_force_ev_per_a": 3.3,
  "e_tot_ha": -2147.908750,
  "s_squared": 6.0179,
  "total_charge": 2,
  "e_lumo_ev": [-6.257, -9.472],
  "homo_lumo_gap_ev": [5.98, 2.80]
}

=====

{
  "formula": "C14H36ClO16",
  "method": "ωB97M-V with the def2-TZVPD basis set",
  "elements": ["Cl", "O", "O", "O", "O", "C", "C", "C", "O", "C", "O", "O", "H", "H", "H", "H", "H", "H", "C", "C", "C", "O", "C", "O", "O", "H", "H", "H", "H", "H", "H", "C", "O", "H", "H", "H", "H", "C", "O", "H", "H", "H", "H", "C", "O", "H", "H", "H", "H", "C", "O", "H", "H", "H", "H", "C", "O", "H", "H", "H", "H", "C", "O", "H", "H", "H", "H"],
  "positions_angstrom": [[-26.1904, 4.7969, -3.1903], [-27.4449, 5.0749, -2.6233], [-26.2219, 3.8443, -4.2216], [-25.8039, 6.0424, -3.7224], [-25.3205, 4.3673, -2.1619], [-28.0524, 2.5898, 0.2233], [-28.3522, 1.0947, 0.3357], [-29.1159, 0.5978, -0.8688], [-28.6109, -0.6938, -0.9844], [-27.3202, -0.6859, -0.4703], [-26.5486, -1.6292, -0.4927], [-27.1122, 0.4158, 0.2194], [-29.0326, 3.0623, 0.1601], [-27.4724, 2.8496, -0.6622], [-27.6328, 2.9658, 1.1564], [-28.8822, 0.8634, 1.2596], [-29.0410, 1.2050, -1.7710], [-30.1413, 0.6123, -0.4994], [-24.2446, 2.7521, 2.8294], [-24.2717, 2.1093, 1.4307], [-23.2697, 2.7168, 0.4370], [-22.4675, 1.6316, 0.0817], [-22.9241, 0.4762, 0.5051], [-22.5441, -0.6344, 0.1667], [-23.8115, 0.7579, 1.5181], [-24.9932, 3.5316, 2.9708], [-23.2680, 3.0690, 3.1954], [-24.6392, 2.0032, 3.5161], [-25.2675, 2.0122, 0.9983], [-22.6999, 3.4354, 1.0260], [-23.6355, 3.2666, -0.4302], [-24.4019, 6.9842, -6.5630], [-23.2964, 7.7178, -7.0428], [-25.0348, 6.7346, -7.4147], [-24.2009, 6.0532, -6.0331], [-24.9613, 7.6012, -5.8598], [-22.6551, 7.0728, -7.3499], [-26.1992, 6.1440, 1.0048], [-27.2047, 6.4914, 0.0506], [-26.2252, 6.8220, 1.8579], [-26.2792, 5.0917, 1.2777], [-25.2670, 6.2772, 0.4558], [-26.9470, 6.2204, -0.8336], [-22.8824, 2.7425, -3.6156], [-23.0696, 3.2423, -4.9189], [-21.9337, 2.2075, -3.6581], [-22.8912, 3.6148, -2.9620], [-23.6106, 2.0127, -3.2618], [-23.8169, 3.8291, -4.7820], [-30.8967, 3.3861, -3.1729], [-31.2590, 2.4879, -2.1633], [-31.5689, 4.2421, -3.2325], [-29.8355, 3.6310, -3.1287], [-31.1096, 2.8567, -4.1017], [-31.3269, 3.0021, -1.3554], [-23.1990, 7.7957, -2.0833], [-23.3646, 6.7506, -1.1891], [-23.3619, 7.6007, -3.1433], [-23.9980, 8.5116, -1.8909], [-22.2426, 8.2692, -1.8616], [-24.0933, 6.2949, -1.6170], [-30.5214, 7.2111, -2.1608], [-31.2763, 7.4761, -1.0654], [-31.0653, 7.3862, -3.0890], [-29.7087, 7.9347, -2.0975], [-30.1345, 6.1950, -2.2380], [-30.8789, 6.9152, -0.3954]],
  "forces_ev_per_a": [[2.230, -4.100, -0.227], [-2.875, 0.892, 0.747], [-0.551, -0.235, -0.474], [0.626, 3.092, -0.794], [0.491, 0.391, 0.631], [-1.116, -0.273, 0.881], [0.899, 2.414, -1.099], [-1.023, 0.640, 1.482], [1.356, -0.955, -0.539], [0.763, -3.862, 0.207], [-1.786, 2.134, -0.625], [0.266, 0.482, 0.645], [-0.060, 0.351, -0.197], [0.107, -0.171, 0.181], [0.393, 0.072, -0.209], [0.316, -0.247, 0.133], [0.237, -0.156, -0.039], [-0.326, -0.468, -0.829], [-1.065, -0.834, 0.008], [0.029, 0.046, 0.036], [-0.112, 1.022, 1.318], [1.435, 0.593, -2.225], [0.093, -2.654, 1.183], [-1.001, 2.830, 0.810], [0.053, -1.113, -0.315], [0.272, 0.468, -0.493], [0.002, -0.019, -0.332], [0.297, -0.290, 0.105], [-0.181, 0.421, 0.276], [0.515, 0.009, -0.309], [-0.314, -0.458, -0.093], [-0.749, 0.199, -0.247], [0.324, -0.328, 0.503], [-0.367, -0.096, 0.091], [0.611, -0.109, -0.018], [0.001, 0.199, -0.180], [0.196, 0.118, -0.139], [0.487, 0.014, -1.488], [-0.860, 0.252, 0.406], [-0.227, -0.179, -0.112], [-0.096, 0.002, 0.378], [0.522, -0.024, 0.659], [0.111, -0.052, 0.328], [0.942, -0.306, 0.121], [-0.857, 0.125, -0.193], [0.114, 0.294, 0.504], [0.456, -0.315, 0.620], [-0.448, 0.024, -0.244], [-0.155, 0.121, -0.822], [-0.497, -0.433, -1.209], [-0.142, -0.069, 0.849], [0.306, 0.398, 0.348], [0.006, 0.370, -0.058], [0.397, -0.034, -0.160], [-0.134, -0.146, 0.221], [-0.117, 2.226, 0.084], [-0.409, -1.420, -0.345], [0.655, -0.706, -0.169], [0.051, 0.643, 0.162], [-0.044, 0.008, -0.440], [-0.119, -0.809, 0.680], [1.483, 0.672, -2.043], [-1.590, -0.735, 1.921], [-0.218, 0.151, 0.063], [0.677, -0.229, -0.756], [0.092, -0.163, 0.228], [-0.371, 0.313, 0.610]],
  "mulliken_spin": [-0.052, 0.407, 0.070, 0.448, 0.085, 0.003, -0.001, 0.000, 0.000, 0.000, 0.000, 0.000, 0.001, -0.004, 0.000, 0.000, 0.000, 0.000, 0.000, 0.000, 0.002, 0.000, 0.000, 0.000, 0.000, 0.000, 0.000, 0.000, 0.000, 0.000, -0.002, 0.001, 0.005, 0.002, -0.001, 0.001, 0.000, 0.000, 0.005, 0.000, 0.001, 0.001, -0.003, 0.001, 0.017, 0.000, 0.002, 0.002, -0.002, 0.001, 0.000, 0.000, -0.002, 0.000, 0.000, 0.000, 0.009, 0.002, 0.002, 0.000, -0.002, 0.001, 0.000, 0.000, 0.000, -0.001, 0.000],
  "multiplicity": 2,
  "max_force_ev_per_a": 4.7,
  "e_tot_ha": -2218.523299,
  "s_squared": 0.7598,
  "total_charge": 0,
  "e_lumo_ev": [-0.107, -7.046],
  "homo_lumo_gap_ev": [10.58, 3.63]
}

=====

{
  "formula": "HN3O4",
  "method": "ωB97M-V with the def2-TZVPD basis set",
  "elements": ["N", "N", "N", "O", "O", "O", "O", "H"],
  "positions_angstrom": [[1.0577, 0.3991, 0.0134], [0.7012, -0.7794, -0.0168], [-1.3442, 0.5969, 0.0090], [-0.6759, -0.8649, -0.0164], [-1.5344, 0.9417, 1.0919], [1.3044, -1.8048, -0.0381], [-1.5704, 0.9632, -1.0603], [2.0616, 0.5483, 0.0172]],
  "forces_ev_per_a": [[0.461, 1.938, 0.011], [-0.040, 1.428, 0.087], [0.949, -1.652, -0.020], [-0.843, -0.772, -0.053], [-0.385, 0.595, 1.425], [0.154, -1.344, -0.046], [-0.390, 0.601, -1.383], [0.094, -0.794, -0.022]],
  "lowdin_charge": [0.168, -0.443, -0.375, 0.043, 0.205, 0.091, 0.206, 0.105],
  "max_force_ev_per_a": 2.0,
  "e_tot_ha": -465.545342,
  "total_charge": 0,
  "e_lumo_ev": -0.256,
  "homo_lumo_gap_ev": 10.84,
  "e_above_lowest_kj_mol": 249.1
}

=====

{
  "formula": "C5H7N3O4S",
  "method": "ωB97M-V with the def2-TZVPD basis set",
  "elements": ["C", "C", "C", "C", "C", "N", "N", "N", "O", "O", "O", "O", "S", "H", "H", "H", "H", "H", "H", "H"],
  "positions_angstrom": [[0.8101, -0.7834, -0.9794], [1.5676, 1.2544, 0.1078], [1.5805, -0.3058, 0.2515], [-0.7845, 0.8237, -0.3544], [-2.7642, -0.8323, 0.8997], [-0.2485, -0.2375, -1.2258], [0.2206, 1.6874, -0.0325], [2.9732, -0.8715, 0.2409], [3.4194, -1.3103, 1.2612], [2.4644, 2.0651, 0.2795], [3.5500, -0.7862, -0.8000], [-1.8246, 1.4105, -0.9904], [-1.2979, 0.0625, 1.4263], [1.1649, -1.4610, -1.7183], [0.9634, -0.6768, 1.0892], [-2.9686, -1.7978, 1.5702], [-2.7135, -1.3574, -0.1617], [-3.7222, -0.2786, 0.8911], [-0.0116, 2.6168, -0.3797], [-2.3786, 0.7782, -1.3753]],
  "forces_ev_per_a": [[2.376, 0.032, 1.061], [-0.549, 1.842, 1.534], [0.072, -0.168, -1.183], [-0.445, -3.690, 0.670], [-1.506, -3.590, -0.805], [-4.317, 0.915, -0.603], [1.926, 1.772, -0.378], [-0.947, 1.011, 0.633], [0.106, -0.481, 0.967], [-1.006, -2.007, -0.651], [0.650, -0.024, -1.446], [1.240, 2.542, 1.286], [-0.691, 0.222, -1.673], [0.814, -0.820, -0.101], [0.758, 0.465, 0.115], [0.643, 2.233, -1.079], [0.419, 1.280, 1.951], [0.734, 0.114, 0.211], [0.865, 0.090, 0.448], [-1.143, -1.739, -0.960]],
  "lowdin_charge": [-0.099, -0.328, -0.093, -0.764, -0.486, 0.131, 0.104, -0.388, 0.117, 0.113, 0.112, 0.065, 0.867, 0.129, 0.100, 0.073, 0.073, 0.024, 0.174, 0.075],
  "max_force_ev_per_a": 4.5,
  "e_tot_ha": -1058.001305,
  "total_charge": 0,
  "e_lumo_ev": 0.078,
  "homo_lumo_gap_ev": 9.57,
  "e_above_lowest_kj_mol": 0.0
}

=====

{
  "formula": "C9H15N2S2",
  "method": "ωB97M-V with the def2-TZVPD basis set",
  "elements": ["C", "C", "C", "C", "C", "C", "C", "C", "C", "N", "N", "S", "S", "H", "H", "H", "H", "H", "H", "H", "H", "H", "H", "H", "H", "H", "H", "H"],
  "positions_angstrom": [[-1.9537, -1.2067, 2.6429], [-0.7212, -0.7249, 3.0725], [-2.5675, -0.4606, 1.6038], [-0.0547, 0.3352, 2.5099], [-1.9235, 0.5121, 0.9876], [-0.6359, 0.8526, 1.3651], [1.3386, 2.5323, 0.7620], [0.1253, 1.6918, 0.4561], [1.4265, -0.9315, -0.7014], [1.7598, -0.4925, -1.8636], [0.1155, -0.7896, -4.1813], [-0.3462, 1.5343, -1.1397], [0.8538, -2.5080, -0.4780], [-2.2005, -2.2733, 3.0097], [-0.3226, -1.1347, 4.0249], [-3.5785, -0.7706, 1.3558], [0.8129, 0.8091, 2.9333], [-2.2965, 0.9004, 0.0689], [2.1449, 1.7999, 0.7276], [1.4457, 3.2647, 0.0136], [1.4010, 2.8593, 1.7486], [2.3885, 0.2638, -1.9731], [1.2210, -0.8174, -2.8215], [0.1624, -0.6215, -5.1987], [-0.6231, -1.4324, -3.9559], [-0.0143, 0.0720, -3.5791], [1.9553, -0.5458, 0.1509], [0.0869, -2.7182, -1.5407]],
  "forces_ev_per_a": [[1.069, -0.875, -0.474], [0.237, -0.998, 2.603], [-2.087, -3.664, 2.405], [-0.807, 0.490, -0.443], [0.961, 0.837, -1.074], [0.907, 1.103, 0.138], [-0.721, -2.517, -0.220], [-0.637, 0.334, -1.984], [1.801, -1.121, -1.500], [-1.913, -1.021, -2.078], [0.613, 1.194, 1.253], [0.740, 0.891, 0.360], [-1.014, -0.534, 1.687], [-0.468, 2.268, -0.489], [-0.061, -0.025, -0.910], [0.110, 0.214, -0.411], [0.401, -0.313, 0.102], [-0.513, 0.542, -0.113], [0.554, 0.077, -0.375], [0.343, 0.909, -0.650], [-0.279, 1.051, 1.645], [0.369, 1.127, 0.140], [1.417, 0.269, 1.558], [-0.051, 0.153, 1.060], [-0.406, -0.097, -0.210], [-0.481, -0.908, -1.829], [-0.165, 0.350, 0.477], [0.077, 0.267, -0.670]],
  "lowdin_charge": [-0.037, -0.096, -0.070, -0.029, -0.114, -0.314, -0.075, -0.639, -0.573, 0.061, 0.024, 0.773, 0.955, 0.147, 0.123, 0.119, 0.121, 0.061, 0.084, 0.064, 0.068, 0.116, 0.114, 0.072, 0.033, 0.022, 0.090, -0.099],
  "max_force_ev_per_a": 4.9,
  "e_tot_ha": -1257.504243,
  "total_charge": 1,
  "e_lumo_ev": -4.567,
  "homo_lumo_gap_ev": 7.17,
  "e_above_lowest_kj_mol": 188.8
}